Entry 1:
Computed, not measured: C71H69CaN4O3P2Si as an isolated structure in a non-equilibrium geometry, with the ωB97M-V functional and the def2-TZVPD basis.

Results
net charge: -1
multiplicity: 1
molar mass: 1156.470 g mol⁻¹
strongest force on any atom: 0.041 hartree/bohr
Kohn-Sham gap: 6.9 eV
E_tot: -4841.7851 hartree
LUMO energy: 2.20 eV

Atoms and positions in Å:
Ca -0.26233 0.26739 -0.13566
C 0.03177 -4.17845 -1.46979
C 0.54806 -3.23315 -2.51467
C 0.41712 -3.64200 -3.91115
C 0.78644 -2.89557 -4.94770
C 1.40854 -1.55874 -4.74000
C 1.61820 -1.10144 -3.26757
C 3.08058 -0.81211 -2.94323
C 1.06151 -2.02499 -2.19641
N 1.10596 -1.50145 -0.90168
C 1.63177 -2.25822 0.07155
O 2.35945 -3.25335 -0.03426
C 1.31366 -1.77437 1.46831
C 1.66382 -2.52716 2.57977
C 1.36423 -2.02623 3.83676
C 0.71712 -0.80373 3.95166
C 0.37278 -0.12722 2.79155
N 0.67666 -0.61296 1.58966
C -0.38018 1.18682 2.86967
O -0.59027 1.65013 4.00326
N -0.73282 1.70796 1.69640
C -1.54693 2.86598 1.79424
C -2.93933 2.72945 1.92306
C -3.53885 1.36179 2.05319
C -3.74676 3.85928 1.93413
C -3.19817 5.13152 1.86724
C -1.82202 5.26507 1.82280
C -0.99079 4.14854 1.79681
C 0.49950 4.33704 1.84002
H -0.52319 -4.99550 -1.92697
H -0.63225 -3.65590 -0.77349
H 0.85725 -4.58982 -0.88620
H -0.03360 -4.61314 -4.08612
H 0.65376 -3.23247 -5.97146
H 2.33390 -1.49061 -5.32158
H 3.52408 -0.13747 -3.67956
H 3.63719 -1.75182 -2.93327
H 3.15877 -0.36415 -1.95042
H 2.17439 -3.46702 2.42825
H 1.64054 -2.58579 4.72226
H 0.46198 -0.35642 4.90172
H -3.34628 0.77583 1.15617
H -4.61586 1.42322 2.21194
H -3.09557 0.82689 2.89575
H -4.82233 3.74125 2.01161
H -3.83759 6.00683 1.86566
H -1.36745 6.25148 1.81165
H 0.78676 5.34742 1.53766
H 1.01036 3.60720 1.20778
H 0.86069 4.18508 2.85841
C 4.04901 2.17421 -0.61556
N 3.52659 3.50687 -0.88336
C 2.28214 3.68763 -1.63588
P 1.02636 2.30757 -1.72417
C 1.32141 1.53018 -3.36801
C 0.71420 0.15695 -3.53338
C 0.50282 -0.31481 -5.00784
C 1.07416 0.56533 -6.06552
C 1.78330 1.65433 -5.77668
C 1.85846 2.16985 -4.41006
C -0.44086 3.32076 -2.22615
C -0.81160 4.44429 -1.48852
C -1.96865 5.14960 -1.78002
C -2.78328 4.74698 -2.82569
C -2.42017 3.64220 -3.57818
C -1.27068 2.92779 -3.27788
C 4.40067 4.60038 -0.97257
C 5.74216 4.46792 -1.34963
C 6.58910 5.56606 -1.37700
C 6.12445 6.82970 -1.04660
C 4.79024 6.97787 -0.69228
C 3.94145 5.88549 -0.65772
P 3.35040 1.34535 0.92122
C 3.96841 2.39352 2.30481
C 3.33226 2.18201 3.53313
C 3.64452 2.95119 4.64292
C 4.58543 3.96692 4.54286
C 5.23248 4.17613 3.33487
C 4.93712 3.38808 2.22950
C 4.57595 -0.03283 1.01563
C 4.87952 -0.75851 -0.13877
C 5.70499 -1.87253 -0.09121
C 6.23484 -2.28972 1.11889
C 5.93442 -1.58575 2.27594
C 5.11256 -0.46927 2.22828
H 5.12744 2.20437 -0.49543
H 3.81841 1.51723 -1.46121
H 2.55702 3.94630 -2.66102
H 1.72082 4.52852 -1.23805
H -0.19877 0.08265 -2.93089
H -0.52588 -0.60006 -5.24281
H 0.94741 0.24470 -7.09498
H 2.24762 2.24118 -6.56071
H 2.28466 3.15958 -4.30394
H -0.19959 4.78083 -0.66512
H -2.23349 6.00451 -1.17277
H -3.69533 5.28669 -3.04750
H -3.03881 3.32147 -4.40675
H -1.02367 2.07075 -3.88870
H 6.13774 3.50129 -1.63129
H 7.62453 5.42713 -1.66348
H 6.78985 7.68316 -1.06103
H 4.40693 7.95196 -0.41369
H 2.91623 6.02214 -0.33867
H 2.55797 1.42514 3.61392
H 3.12389 2.77386 5.57620
H 4.80622 4.59286 5.39847
H 5.97413 4.96115 3.24350
H 5.48631 3.56511 1.31825
H 4.45071 -0.47002 -1.09102
H 5.89995 -2.42508 -1.00121
H 6.86613 -3.16875 1.16372
H 6.33371 -1.90990 3.22964
H 4.89526 0.06490 3.14225
C -4.25028 0.63277 -3.04413
C -4.80729 -0.17759 -1.86824
C -5.97551 -1.03404 -2.37279
C -5.33372 0.80979 -0.81922
Si -3.35076 -1.20929 -1.14188
O -2.02066 -0.33765 -1.10639
C -3.30502 -2.83155 -2.16243
C -3.44440 -4.08573 -1.56064
C -3.47043 -5.25792 -2.30552
C -3.34469 -5.20927 -3.68623
C -3.18972 -3.97901 -4.30918
C -3.16963 -2.81562 -3.55469
C -3.76815 -1.87223 0.59998
C -2.74486 -1.92905 1.54805
C -2.92395 -2.51193 2.79407
C -4.15128 -3.07002 3.12220
C -5.18810 -3.03042 2.19907
C -4.99351 -2.43801 0.95887
H -4.97954 1.37932 -3.38456
H -4.01300 -0.01125 -3.89613
H -3.34124 1.14939 -2.74205
H -6.73077 -0.39687 -2.85011
H -6.46568 -1.57018 -1.55559
H -5.64647 -1.77185 -3.10665
H -6.18231 1.37790 -1.22037
H -4.55691 1.52554 -0.53504
H -5.66899 0.29353 0.08456
H -3.53537 -4.15611 -0.48386
H -3.58141 -6.21384 -1.80662
H -3.35080 -6.12326 -4.26848
H -3.08020 -3.92727 -5.38664
H -3.04473 -1.86643 -4.06589
H -1.77986 -1.50902 1.29744
H -2.10637 -2.53421 3.50562
H -4.29837 -3.53474 4.08961
H -6.14696 -3.47168 2.44582
H -5.81433 -2.42700 0.24880

***

Entry 2:
Computed, not measured: a 10-piece molecular cluster, C72H111F4N16O10S4 overall in a non-equilibrium geometry, with the ωB97M-V functional and the def2-TZVPD basis.

Results
net charge: +6
multiplicity: 2
molar mass: 1565.042 g mol⁻¹
strongest force on any atom: 0.236 hartree/bohr
Kohn-Sham gap: 3.3 eV
E_tot: -6427.9325 hartree
LUMO energy: -13.10 eV

Atoms and positions in Å:
C -4.75668 10.96709 -1.01284
C -3.38338 11.66200 -0.63930
C -2.98313 12.56627 -1.85265
C -1.71887 13.53589 -1.69691
C -2.00731 14.27057 -0.39833
C -2.32270 13.48001 0.82635
N -3.48008 12.54594 0.55117
O -4.06130 11.93565 1.67594
C -2.76492 14.54577 1.96355
C -1.04221 12.69943 1.30090
C -2.40427 10.42971 -0.67562
H -5.21012 10.38226 -0.21255
H -4.65843 10.46674 -1.97622
H -5.49038 11.61163 -1.49695
H -3.84230 13.10673 -2.24993
H -2.66016 11.93649 -2.68160
H -1.54578 14.04165 -2.64682
H -0.82173 12.96476 -1.45805
H -2.84809 14.92447 -0.62987
H -1.06758 14.79931 -0.23884
H -3.77335 14.93373 1.81984
H -2.29218 15.52702 1.92143
H -2.81389 13.98178 2.89500
H -0.07874 13.17676 1.47974
H -0.77546 11.89036 0.62092
H -1.11246 12.27253 2.30136
H -1.46136 10.57086 -1.20391
H -2.67755 9.66014 -1.39754
H -2.23356 10.07138 0.33955
C -8.96243 14.22572 -4.97374
C -7.53569 14.86717 -4.76992
C -6.55026 13.82725 -4.34443
C -5.96892 12.99213 -5.48966
C -5.30599 13.98535 -6.49963
C -6.30985 14.99824 -7.03802
N -7.12627 15.63918 -5.94997
O -7.94925 16.78617 -6.39823
C -7.09510 14.24142 -8.13226
C -5.53031 15.99994 -7.85036
C -7.69745 15.82721 -3.56225
H -9.04799 13.84893 -5.99296
H -9.71501 14.99624 -4.80632
H -9.24639 13.40525 -4.31474
H -7.12106 13.12650 -3.73515
H -5.69569 14.03989 -3.70208
H -6.70459 12.30318 -5.90469
H -5.23593 12.39363 -4.94872
H -4.75939 13.30140 -7.14888
H -4.44136 14.40623 -5.98644
H -7.96418 14.75209 -8.54701
H -7.73174 13.50555 -7.64104
H -6.44515 13.87112 -8.92507
H -4.80561 16.49402 -7.20320
H -6.07454 16.78392 -8.37693
H -4.87915 15.52777 -8.58600
H -8.40958 16.63072 -3.75027
H -6.66617 16.15911 -3.44214
H -7.79854 15.41075 -2.56003
C -1.51334 17.07548 -4.75903
C -2.89769 17.40320 -4.17598
N -3.50205 18.54293 -4.82477
C -2.80952 19.71061 -5.16764
C -3.75871 20.62391 -5.74305
N -4.91499 19.95964 -6.01505
C -4.82782 18.65711 -5.44051
C -6.05935 20.62426 -6.75143
H -1.21530 16.02704 -4.75282
H -0.67312 17.62127 -4.32980
H -1.64463 17.37074 -5.80003
H -2.80451 17.61806 -3.11144
H -3.51993 16.50918 -4.13521
H -1.76003 19.69311 -4.91335
H -3.54065 21.61463 -6.11358
H -5.60425 17.92836 -5.62073
H -5.76972 20.77742 -7.79102
H -6.33463 21.55804 -6.26114
H -6.87652 19.91044 -6.64749
C -8.54775 10.07133 7.26539
C -7.01616 9.72609 6.88442
N -6.42208 10.83088 6.20601
C -6.37734 11.01364 4.77606
C -5.64438 12.18620 4.58943
N -4.95041 12.45185 5.76521
C -5.47304 11.68549 6.81244
C -3.97040 13.43471 5.94423
H -8.80205 9.46712 8.13624
H -9.18095 9.72988 6.44652
H -8.74183 11.10442 7.55379
H -7.12176 8.80544 6.31054
H -6.53335 9.51515 7.83864
H -6.92236 10.28157 4.19863
H -5.38628 12.65940 3.65355
H -5.24568 11.74294 7.86668
H -3.51252 13.71399 4.99531
H -3.10817 13.06933 6.50204
H -4.57364 14.27670 6.28368
C 0.26614 8.27463 -2.06830
C 0.69370 9.05617 -3.35957
N -0.38836 9.75648 -4.04166
C -0.40403 11.10306 -4.42149
C -1.56727 11.32274 -5.15605
N -2.24133 10.11448 -5.32991
C -1.44225 9.14182 -4.77456
C -3.45049 9.83743 -6.15995
H -0.07796 8.90296 -1.24677
H 1.16182 7.86068 -1.60515
H -0.42596 7.43634 -2.14813
H 1.14986 8.36848 -4.07169
H 1.32478 9.76961 -2.82962
H 0.30896 11.78981 -3.98971
H -1.90662 12.19477 -5.69532
H -1.63912 8.08106 -4.72532
H -3.19650 9.59018 -7.19070
H -4.16423 10.66030 -6.12058
H -3.91298 8.93015 -5.77132
C -5.64630 15.00240 -0.09835
N -6.80910 14.36255 0.65079
C -7.69483 15.12750 1.35049
C -8.75871 14.50233 1.87846
C -9.03839 13.16555 1.82274
C -8.07581 12.37248 1.15038
C -6.98646 13.00577 0.54900
C -10.29244 12.66438 2.45372
C -10.35394 11.37114 3.01474
C -11.61864 10.90121 3.57769
N -12.68753 11.77579 3.59483
C -12.69638 13.02563 3.03968
C -11.48554 13.37109 2.43380
C -13.83485 11.44379 4.41401
H -4.77204 14.35501 -0.16648
H -5.26435 15.84919 0.47187
H -5.98693 15.41351 -1.04865
H -7.54879 16.19385 1.43972
H -9.29279 15.17122 2.53707
H -8.22228 11.30760 1.04569
H -6.11748 12.49505 0.16114
H -9.51793 10.69201 2.93547
H -11.69236 9.97334 4.12543
H -13.57792 13.63670 3.16571
H -11.38828 14.23629 1.79476
H -14.53696 11.20262 3.61590
H -14.25591 12.30704 4.92937
H -13.56805 10.56153 4.99585
C -4.26873 8.56415 2.14735
N -2.95119 7.86390 1.92426
C -2.70237 7.25947 0.75916
C -1.54684 6.54840 0.61671
C -0.65782 6.40851 1.70726
C -0.96602 6.98052 2.89808
C -2.05273 7.81982 2.93488
C 0.55401 5.60981 1.49622
C 1.85550 6.05600 1.84437
C 2.89396 5.14743 1.91103
N 2.72208 3.84799 1.57563
C 1.51496 3.35269 1.35602
C 0.39818 4.22812 1.25359
C 3.86947 2.86733 1.68306
H -4.14470 9.10546 3.08527
H -5.14261 7.91514 2.20399
H -4.50782 9.21209 1.30409
H -3.53842 7.29748 0.07654
H -1.37153 6.04592 -0.32307
H -0.37805 6.95541 3.80365
H -2.35933 8.29319 3.85593
H 2.05965 7.09945 2.03400
H 3.94333 5.39152 1.98618
H 1.36635 2.29394 1.20313
H -0.56160 3.75381 1.11133
H 3.61953 2.00611 1.06345
H 3.91495 2.49930 2.70803
H 4.76576 3.37616 1.32828
C -1.87138 17.72188 6.48440
N -1.46282 16.42296 5.90307
C -1.04373 16.38223 4.58889
C -0.50427 15.13622 4.16516
C -0.29233 14.06394 5.04767
C -0.75840 14.23714 6.36463
C -1.39077 15.39883 6.75658
C 0.41858 12.84173 4.59378
C 1.76034 12.90596 4.28586
C 2.51086 11.76956 3.95680
N 2.01007 10.53249 4.16988
C 0.70818 10.42780 4.56981
C -0.12805 11.56423 4.62533
C 2.76478 9.32210 3.87326
H -0.91210 17.99597 6.92342
H -2.78115 17.70082 7.08440
H -2.32491 18.40504 5.76628
H -1.11611 17.27842 3.99055
H -0.19730 15.22846 3.13382
H -0.63767 13.49729 7.14210
H -1.62166 15.53792 7.80240
H 2.24732 13.86989 4.29496
H 3.57559 11.71969 3.78281
H 0.18660 9.48679 4.47584
H -1.18110 11.47905 4.84947
H 3.16436 9.10347 4.86354
H 3.56480 9.52147 3.16030
H 2.05164 8.62066 3.44022
N -5.53243 6.57601 -1.24382
S -4.72299 6.40219 -2.42646
O -3.62529 7.37541 -2.62183
O -5.10281 5.40415 -3.42951
F -3.85347 5.27386 -1.53824
S -6.99807 7.01199 -2.08601
O -8.17008 6.13727 -1.79305
O -6.93643 7.92548 -3.24413
F -7.33459 8.10320 -0.97494
N -0.18876 19.49935 -1.34811
S 0.40543 18.27380 -0.79934
O 1.75830 18.23458 -0.21512
O 0.01097 17.10773 -1.58172
F -0.51481 18.18691 0.54415
S 0.93167 19.88352 -2.45448
O 1.23546 18.93998 -3.52089
O 2.07736 20.68449 -1.94380
F 0.04612 20.96592 -3.28748